# 1
{
  "formula": "C4H8O2",
  "method": "ωB97M-V/def2-TZVPD",
  "symbols": ["C", "C", "C", "O", "C", "O", "H", "H", "H", "H", "H", "H", "H", "H"],
  "coordinates": [[0.802206, 1.203742, 1.078428], [-0.507952, 0.418286, 1.092625], [-0.925706, -0.067412, -0.290783], [-0.419405, -1.407369, -0.462220], [-0.080409, -1.780617, -1.697960], [-0.108028, -1.093401, -2.685371], [0.673338, 2.161172, 0.560636], [1.148426, 1.417686, 2.094533], [1.592030, 0.647127, 0.561927], [-1.307066, 1.039148, 1.513631], [-0.422362, -0.460307, 1.742396], [-2.013826, -0.116078, -0.401445], [-0.526506, 0.564215, -1.089666], [0.237033, -2.834125, -1.676577]],
  "atomic_forces_ev_per_a": [[0.051, 0.009, 0.001], [-0.062, 0.005, 0.035], [-0.086, 0.212, 0.030], [0.082, -0.070, -0.105], [0.024, 0.141, -0.307], [-0.033, -0.279, 0.390], [0.037, -0.156, 0.052], [-0.042, -0.030, -0.146], [-0.098, 0.049, 0.089], [0.100, -0.062, -0.089], [-0.043, 0.129, -0.071], [0.146, -0.020, 0.029], [-0.082, -0.054, 0.133], [0.006, 0.124, -0.039]],
  "nbo_charge": [-0.606, -0.423, -0.087, -0.510, 0.651, -0.587, 0.205, 0.213, 0.207, 0.207, 0.216, 0.189, 0.206, 0.120],
  "charge": 0,
  "orbital_gap_ha": 0.4299,
  "relative_energy_kj_mol": 62.13,
  "smiles": "CCCOC=O",
  "e_tot_ev": -8372.638
}

# 2
{
  "formula": "C4H8O2",
  "method": "ωB97M-V/def2-TZVPD",
  "symbols": ["C", "C", "O", "C", "O", "C", "H", "H", "H", "H", "H", "H", "H", "H"],
  "coordinates": [[1.199097, 0.074030, -0.550683], [0.048921, -0.461233, 0.224166], [0.054125, -0.532443, 1.599939], [-0.824465, -1.296200, -0.705357], [-1.080081, -0.147028, -1.535932], [-0.199596, 0.663856, -0.754114], [0.709657, 2.565487, 1.505979], [1.721883, -0.483434, -1.326316], [1.873775, 0.618692, 0.114771], [-0.849627, -0.328335, 1.877713], [-1.703144, -1.738533, -0.215349], [-0.308459, -2.048903, -1.308194], [0.266882, 1.974039, 1.561360], [-0.418553, 1.727117, -0.818902]],
  "atomic_forces_ev_per_a": [[0.097, -0.094, -0.018], [0.069, -0.024, -0.194], [-0.217, -0.047, 0.024], [0.112, -0.240, 0.117], [0.241, -0.069, -0.416], [0.055, 0.310, -0.038], [-0.004, 0.087, 0.027], [-0.265, -0.125, 0.085], [-0.359, 0.309, -0.411], [0.197, -0.106, 0.189], [-0.076, 0.347, -0.317], [-0.001, -0.164, 0.351], [0.042, 0.051, 0.067], [0.108, -0.236, 0.535]],
  "nbo_charge": [-0.465, 0.195, -0.672, -0.090, -0.515, 0.048, 0.000, 0.215, 0.237, 0.474, 0.181, 0.183, -0.005, 0.214],
  "charge": 0,
  "orbital_gap_ha": 0.3665,
  "relative_energy_kj_mol": 414.10,
  "smiles": "O[C@@]12CO[C@@H]1C2.[H][H]",
  "e_tot_ev": -8368.990
}

# 3
{
  "formula": "C4H8O2",
  "method": "ωB97M-V/def2-TZVPD",
  "symbols": ["C", "C", "O", "C", "O", "C", "H", "H", "H", "H", "H", "H", "H", "H"],
  "coordinates": [[1.457368, -0.815257, -0.578900], [0.788842, 0.156112, 0.427482], [1.309595, 1.495190, 0.605971], [-0.635140, 0.345954, -0.188696], [-0.623036, 0.824600, -1.299473], [-1.945452, -0.058776, 0.433085], [0.938957, -1.805273, -0.580105], [2.491166, -1.050359, -0.323013], [1.406838, -0.519673, -1.636178], [0.927764, -0.248700, 1.436521], [0.747743, 2.164273, 0.174172], [-2.187618, -1.034367, -0.001676], [-2.678454, 0.636886, 0.008207], [-1.998574, -0.090608, 1.522607]],
  "atomic_forces_ev_per_a": [[0.318, -0.474, -0.233], [-0.540, 0.378, -0.424], [0.171, -0.248, -0.510], [0.603, -0.230, 0.391], [-0.370, 0.252, 0.095], [-0.150, 0.194, -0.412], [0.072, 0.708, 0.418], [0.037, 0.251, 0.078], [0.068, 0.434, 0.511], [-0.791, -0.312, -0.232], [0.385, -0.696, -0.098], [0.000, -0.065, 0.286], [-0.009, -0.162, 0.317], [0.206, -0.032, -0.187]],
  "nbo_charge": [-0.640, 0.009, -0.719, 0.577, -0.555, -0.726, 0.212, 0.219, 0.234, 0.186, 0.481, 0.247, 0.245, 0.230],
  "charge": 0,
  "orbital_gap_ha": 0.3912,
  "relative_energy_kj_mol": 136.18,
  "smiles": "CC(=O)[C@@H](C)O",
  "e_tot_ev": -8371.870
}

# 4
{
  "formula": "C4H8O2",
  "method": "ωB97M-V/def2-TZVPD",
  "symbols": ["C", "O", "C", "C", "C", "O", "H", "H", "H", "H", "H", "H", "H", "H"],
  "coordinates": [[-2.496042, 0.299893, 0.021949], [-1.554770, -0.738843, 0.067284], [-0.252885, -0.265214, 0.264966], [0.651438, -1.460524, 0.466815], [2.432274, 0.013736, -0.328786], [1.911157, -1.222837, 0.217007], [-2.628497, 0.768064, 1.009908], [-2.204371, 1.084054, -0.695833], [-3.443641, -0.137525, -0.299252], [-0.167180, 0.303744, 1.217752], [0.016190, 0.440514, -0.544162], [2.013861, 0.184863, -1.323413], [2.212501, 0.859624, 0.328121], [3.509968, -0.129553, -0.402360]],
  "atomic_forces_ev_per_a": [[-0.241, 0.203, -0.033], [0.024, -0.043, 0.036], [0.188, -0.081, 0.027], [0.242, 0.392, -0.164], [0.063, 0.210, -0.045], [-0.290, -0.185, 0.082], [0.029, -0.055, -0.128], [-0.049, -0.129, 0.082], [0.103, 0.089, 0.078], [0.016, -0.073, -0.097], [-0.014, -0.202, 0.061], [0.072, -0.002, 0.140], [0.011, -0.140, -0.071], [-0.154, 0.015, 0.034]],
  "nbo_charge": [-0.249, -0.521, -0.256, 0.317, -0.290, -0.475, 0.165, 0.160, 0.198, 0.195, 0.169, 0.193, 0.188, 0.207],
  "charge": 0,
  "orbital_gap_ha": 0.3336,
  "relative_energy_kj_mol": 440.46,
  "e_tot_ev": -8368.717
}